# 1
Below is 2 unconnected molecules or ions with the total composition CH6N2, with properties calculated with ωB97M-V/def2-TZVPD.

Each line ends with the natural charge from an NBO analysis.
Element x y z (Å)
1 N -1.22 -0.16 -1.10  -0.592
2 N 1.79 0.77 0.35  -1.089
3 H -0.32 0.17 -0.76  0.349
4 C -1.78 -0.96 -0.31  -0.057
5 H 1.49 1.73 0.29  0.363
6 H -1.38 -1.35 0.62  0.140
7 H 1.38 0.37 1.18  0.362
8 H 2.80 0.75 0.37  0.369
9 H -2.76 -1.32 -0.63  0.155

For the total energy, the calculation gives -151.17617 hartree. As for the multiplicity: 1. The net charge is 0. The orbital gap is 10.71 eV. As for the HOMO energy: -9.76 eV. Its SMILES is C=N.N.

---

# 2
Below is CH6N2 in the gas phase, with properties calculated with ωB97M-V/def2-TZVPD.

Each line ends with the natural charge from an NBO analysis.
Element x y z (Å)
1 H 0.82 0.09 1.38  0.182
2 H -1.60 -0.77 -0.17  0.355
3 H 0.88 1.29 -0.65  0.336
4 N -1.21 -0.09 0.47  -0.830
5 H 0.65 -0.01 -1.47  0.337
6 H -1.28 0.83 0.05  0.344
7 C 0.25 -0.27 0.52  -0.069
8 H 0.44 -1.36 0.45  0.173
9 N 1.05 0.29 -0.58  -0.827

For the total energy, the calculation gives -151.19000 hartree. As for the multiplicity: 1. The net charge is 0. The orbital gap is 10.43 eV. As for the HOMO energy: -9.31 eV. Its SMILES is NCN.

---

# 3
Below is 2 unconnected molecules or ions with the total composition CH6N2O2, with properties calculated with ωB97M-V/def2-TZVPD.

Each line ends with the natural charge from an NBO analysis.
Element x y z (Å)
1 H -1.44 -1.47 1.53  0.176
2 H -2.79 -0.95 0.48  0.153
3 N 2.31 1.58 -1.22  -0.463
4 C -1.69 -1.05 0.55  -0.243
5 O 1.41 0.54 0.47  -0.395
6 H 3.15 2.11 -1.47  0.332
7 O -1.06 0.20 0.46  -0.711
8 H 3.12 1.41 0.60  0.319
9 N 2.30 1.18 -0.04  0.207
10 H -0.95 0.45 -0.46  0.467
11 H -1.35 -1.75 -0.22  0.159

For the total energy, the calculation gives -301.55811 hartree. As for the multiplicity: 1. The net charge is 0. The orbital gap is 10.30 eV. As for the HOMO energy: -9.56 eV. Its SMILES is [H]/N=[NH+]/[O-].CO.

---

# 4
Below is 3 unconnected molecules or ions with the total composition CH6N2O2, with properties calculated with ωB97M-V/def2-TZVPD.

Each line ends with the natural charge from an NBO analysis.
Element x y z (Å)
1 C -1.13 -0.68 -1.12  0.222
2 H 1.49 -0.47 1.59  0.404
3 O -0.42 1.51 -1.32  -0.438
4 H -2.83 -1.99 -2.46  0.410
5 H 1.21 1.21 1.42  0.401
6 N -0.72 0.46 -0.80  -0.096
7 H -1.44 -1.48 -0.57  0.187
8 H 1.72 0.31 0.13  0.399
9 O -3.01 -1.11 -2.71  -0.868
10 H -0.06 0.19 0.20  0.405
11 N 1.29 0.37 1.00  -1.026

For the total energy, the calculation gives -301.39389 hartree. As for the multiplicity: 1. The net charge is 0. The orbital gap (alpha / beta) is 7.54 / 7.54 eV. As for the HOMO energy (alpha / beta): -8.84 / -8.84 eV.

---

# 5
Below is 2 unconnected molecules or ions with the total composition CH6N2O2S, with properties calculated with ωB97M-V/def2-TZVPD.

Each line ends with the natural charge from an NBO analysis.
Element x y z (Å)
1 S 1.07 1.04 1.20  0.240
2 H 0.48 -1.46 0.46  0.212
3 N 0.26 0.61 -2.39  -0.573
4 H 0.61 0.75 -3.38  0.380
5 H -0.39 -0.08 -2.08  0.375
6 N 0.00 -0.02 1.81  -0.701
7 H 0.18 -1.97 2.02  0.186
8 H -1.15 -1.50 1.11  0.191
9 O 0.11 1.92 -1.87  -0.032
10 O -0.36 1.92 -0.65  -0.252
11 H -0.66 0.12 2.55  0.385
12 C -0.13 -1.31 1.23  -0.410

For the total energy, the calculation gives -699.61532 hartree. As for the multiplicity: 1. The net charge is 0. The orbital gap (alpha / beta) is 7.32 / 8.48 eV. As for the HOMO energy (alpha / beta): -7.53 / -8.55 eV.

---

# 6
Below is 3 unconnected molecules or ions with the total composition CH6N2O2S, with properties calculated with ωB97M-V/def2-TZVPD.

Each line ends with the natural charge from an NBO analysis.
Element x y z (Å)
1 H -2.22 1.35 0.66  0.161
2 H 1.76 -2.78 -0.19  0.441
3 H 0.79 1.15 -0.04  0.433
4 C -1.74 0.29 0.48  0.011
5 O 1.43 -1.90 -0.07  -0.528
6 N 1.84 1.25 -0.17  -1.075
7 H 2.10 1.35 -1.14  0.386
8 S 2.74 0.05 0.50  1.183
9 H 0.07 -0.81 0.38  0.416
10 H -2.63 -0.49 0.42  0.142
11 O 4.01 -0.01 -0.19  -0.870
12 N -0.51 0.12 0.44  -0.700

For the total energy, the calculation gives -699.66994 hartree. As for the multiplicity: 3. The net charge is 0. The orbital gap (alpha / beta) is 7.57 / 6.75 eV. As for the HOMO energy (alpha / beta): -6.88 / -9.76 eV.

---

What is the multiplicity in the third record?
1

---

Look up the multiplicity of the third one.
1